No. 1
This record from the OMol25 dataset describes a cluster of 12 separate species, C20H59BrI3N22O11P in total. The level of theory is ωB97M-V/def2-TZVPD.

Each line ends with the Mulliken charge.
Geometry (Å):
C: 2.708 -2.333 2.696  -1.63
C: 2.159 -3.045 1.451  1.41
C: 2.958 -4.280 0.994  -0.75
Br: 3.770 -4.003 -0.777  -0.10
P: 2.212 -6.004 0.976  0.13
C: 0.453 -5.889 1.452  0.07
I: -0.285 -7.113 2.982  0.07
C: -0.482 -5.221 0.786  0.22
C: -1.968 -5.207 1.042  -1.59
I: 0.112 -4.094 -0.863  0.18
C: 3.111 -6.764 2.392  -0.95
I: 3.148 -5.700 4.264  0.10
C: 4.575 -7.042 1.999  -0.49
C: 4.734 -7.814 0.683  -1.16
H: 2.845 -1.274 2.490  0.45
H: 3.685 -2.717 2.990  0.28
H: 2.060 -2.432 3.567  0.30
H: 1.108 -3.315 1.568  -0.36
H: 2.184 -2.327 0.632  -0.08
H: 3.849 -4.378 1.608  0.43
H: -2.493 -4.548 0.357  0.36
H: -2.201 -4.879 2.059  0.40
H: -2.373 -6.216 0.929  0.39
H: 2.619 -7.713 2.604  0.62
H: 5.122 -6.098 1.960  0.33
H: 5.028 -7.607 2.814  0.52
H: 5.606 -8.466 0.729  0.37
H: 4.864 -7.149 -0.170  0.30
H: 3.863 -8.442 0.482  0.32
C: 5.881 0.205 2.485  0.67
O: 4.863 -0.094 3.084  -0.63
N: 7.094 0.304 3.113  -0.41
N: 5.894 0.452 1.141  -0.32
H: 7.944 0.539 2.637  0.15
H: 7.114 0.123 4.099  0.23
H: 5.027 0.360 0.642  0.14
H: 6.726 0.677 0.630  0.16
C: 2.529 0.239 -2.080  0.59
O: 3.737 0.365 -2.215  -0.71
N: 1.675 1.297 -2.028  -0.25
N: 1.940 -0.994 -1.958  -0.08
H: 0.686 1.183 -1.915  0.15
H: 2.053 2.227 -2.133  0.28
H: 2.532 -1.802 -2.014  -0.04
H: 0.954 -1.112 -1.817  0.08
C: -0.888 -4.121 -5.279  0.78
O: -0.343 -3.061 -4.992  -0.72
N: -1.068 -4.511 -6.572  -0.41
N: -1.348 -4.959 -4.310  -0.33
H: -1.512 -5.372 -6.831  0.15
H: -0.725 -3.896 -7.289  0.26
H: -1.194 -4.625 -3.374  -0.01
H: -1.799 -5.837 -4.478  0.14
C: -3.199 -2.283 3.760  0.63
O: -3.823 -3.238 3.321  -0.64
N: -1.837 -2.203 3.678  -0.28
N: -3.818 -1.218 4.344  -0.37
H: -1.301 -1.424 4.013  0.17
H: -1.364 -2.974 3.246  0.08
H: -4.819 -1.239 4.419  0.23
H: -3.327 -0.406 4.672  0.14
C: -4.703 0.778 1.329  0.65
O: -5.209 1.196 2.364  -0.78
N: -4.559 1.575 0.235  -0.39
N: -4.249 -0.499 1.222  -0.24
H: -4.144 1.265 -0.622  0.16
H: -4.858 2.529 0.326  0.24
H: -4.342 -1.067 2.045  0.19
H: -3.831 -0.879 0.395  0.13
C: -1.748 0.107 -7.231  0.58
O: -1.459 1.128 -7.837  -0.69
N: -0.872 -0.529 -6.398  -0.21
N: -2.974 -0.491 -7.338  -0.27
H: -1.077 -1.380 -5.902  0.12
H: 0.041 -0.127 -6.287  0.17
H: -3.666 -0.079 -7.946  0.30
H: -3.193 -1.325 -6.826  0.14
C: -3.907 3.797 4.776  0.60
O: -3.610 4.315 3.711  -0.68
N: -3.644 4.400 5.974  -0.32
N: -4.529 2.582 4.859  -0.29
H: -3.910 4.033 6.868  0.14
H: -3.201 5.299 5.959  0.18
H: -4.764 2.100 4.001  0.29
H: -4.767 2.175 5.743  0.17
C: -5.138 7.127 8.156  0.62
O: -4.403 6.161 8.266  -0.62
N: -5.543 7.863 9.234  -0.42
N: -5.613 7.540 6.944  -0.33
H: -6.149 8.659 9.163  0.16
H: -5.206 7.580 10.135  0.22
H: -5.348 6.999 6.140  0.21
H: -6.221 8.328 6.827  0.17
C: -5.531 1.617 -9.627  0.65
O: -4.896 0.641 -9.263  -0.73
N: -5.018 2.511 -10.518  -0.39
N: -6.790 1.882 -9.168  -0.39
H: -5.508 3.328 -10.827  0.17
H: -4.077 2.348 -10.828  0.23
H: -7.182 1.238 -8.507  0.22
H: -7.321 2.682 -9.452  0.16
C: 3.837 4.407 -2.889  0.78
O: 2.732 4.019 -2.539  -0.77
N: 4.940 4.208 -2.107  -0.42
N: 4.045 5.057 -4.064  -0.41
H: 5.866 4.504 -2.351  0.13
H: 4.797 3.678 -1.267  0.22
H: 3.246 5.209 -4.651  0.23
H: 4.943 5.393 -4.354  0.16
C: 5.271 7.239 0.701  0.59
O: 5.472 7.752 -0.384  -0.64
N: 5.513 7.899 1.877  -0.39
N: 4.795 5.964 0.833  -0.32
H: 5.344 7.498 2.780  0.16
H: 5.859 8.837 1.810  0.22
H: 4.592 5.468 -0.016  0.21
H: 4.637 5.522 1.719  0.16

Calculated values
- Charge: 0
- SMILES: CC[C@@H](I)P(/C(I)=C(/C)I)[C@@H](Br)CC.NC(N)=O.NC(N)=O.NC(N)=O.NC(N)=O.NC(N)=O.NC(N)=O.NC(N)=O.NC(N)=O.NC(N)=O.NC(N)=O.NC(N)=O
- E_LUMO: 0.095 eV
- Electronic energy: -180646.45333 eV
- HOMO-LUMO gap: 8.5 eV
- Largest force on an atom: 0.70 eV/Å

---

No. 2
This record from the OMol25 dataset describes a cluster of 9 separate species, C20H59NO10 in total at a distorted geometry. The level of theory is ωB97M-V/def2-TZVPD.

Each line ends with the Mulliken charge.
Geometry (Å):
C: -5.950 4.138 -1.626  -0.73
O: -5.712 2.907 -1.044  -0.34
C: -4.444 2.850 -0.397  -0.33
C: -4.532 1.515 0.409  -0.86
N: -3.266 1.233 1.082  0.28
C: -3.027 1.960 2.318  -0.83
C: -1.668 1.498 2.871  -0.25
O: -1.732 0.244 3.581  -0.36
C: -0.477 -0.067 4.151  -0.58
H: -5.320 4.899 -1.154  0.30
H: -6.968 4.480 -1.602  0.27
H: -5.604 4.082 -2.663  0.26
H: -4.385 3.646 0.316  0.38
H: -3.586 2.850 -1.093  0.36
H: -4.736 0.681 -0.288  0.31
H: -5.404 1.596 1.084  0.39
H: -3.249 0.237 1.347  -0.18
H: -3.770 1.893 3.135  0.30
H: -3.061 3.033 2.041  0.50
H: -1.238 2.261 3.425  0.67
H: -0.970 1.283 2.053  -0.25
H: 0.365 -0.007 3.433  0.08
H: -0.518 -1.070 4.600  0.25
H: -0.288 0.600 4.993  0.35
C: -1.586 -1.131 -4.036  -0.89
C: -2.522 -1.636 -2.998  -0.31
O: -1.980 -1.750 -1.726  -0.27
H: -2.042 -1.180 -5.018  0.43
H: -0.671 -1.700 -3.917  0.23
H: -1.391 -0.058 -3.789  0.10
H: -2.979 -2.578 -3.252  0.38
H: -3.427 -0.977 -2.896  0.23
H: -1.707 -0.836 -1.575  0.22
C: 2.836 2.891 -4.025  -1.12
C: 1.530 2.253 -4.320  0.41
O: 1.157 2.488 -5.682  -0.58
H: 2.840 3.970 -4.192  0.33
H: 3.626 2.442 -4.601  0.37
H: 3.099 2.628 -3.029  0.20
H: 0.714 2.629 -3.656  0.03
H: 1.652 1.182 -4.130  0.13
H: 0.186 2.318 -5.773  0.33
C: 6.035 0.933 -0.430  -1.07
C: 5.680 0.301 0.878  -0.26
O: 4.359 0.459 1.280  -0.45
H: 5.989 2.044 -0.337  0.28
H: 5.383 0.655 -1.236  0.27
H: 7.098 0.659 -0.707  0.35
H: 6.358 0.705 1.613  0.24
H: 5.932 -0.803 0.889  0.33
H: 4.093 1.301 0.912  0.34
C: -2.530 -2.542 1.829  -0.30
C: -1.614 -3.688 1.572  -0.33
O: -0.421 -3.712 2.378  -0.53
H: -3.416 -2.653 1.184  0.36
H: -2.197 -1.552 1.599  -0.58
H: -2.796 -2.451 2.891  0.39
H: -1.368 -3.779 0.513  0.22
H: -2.168 -4.648 1.724  0.45
H: 0.029 -4.565 2.257  0.22
C: 3.015 -4.675 1.881  -0.38
C: 2.921 -6.124 2.371  -0.53
O: 1.921 -6.234 3.380  -0.50
H: 3.453 -4.069 2.666  0.28
H: 2.015 -4.299 1.552  -0.09
H: 3.626 -4.620 0.977  0.36
H: 3.904 -6.508 2.709  0.33
H: 2.664 -6.873 1.591  0.27
H: 2.285 -5.902 4.201  0.30
C: 1.377 -2.080 -0.559  -1.61
C: 0.755 -1.152 0.426  1.12
O: 1.660 -0.057 0.778  -0.35
H: 0.712 -2.911 -0.701  0.35
H: 2.305 -2.465 -0.192  0.35
H: 1.609 -1.565 -1.503  0.28
H: 0.526 -1.771 1.341  0.22
H: -0.165 -0.716 0.075  -0.64
H: 2.473 -0.320 1.235  0.32
C: -0.402 1.810 -1.087  0.16
O: -1.526 1.003 -1.361  -0.36
H: -0.627 2.872 -1.173  0.66
H: -0.041 1.551 -0.070  -0.66
H: 0.431 1.652 -1.811  -0.13
H: -2.109 1.163 -0.592  0.01
C: 2.146 3.326 0.544  -0.64
O: 2.872 2.214 0.017  -0.56
H: 1.228 3.449 -0.023  0.18
H: 1.836 3.183 1.580  0.29
H: 2.673 4.240 0.468  0.35
H: 2.219 1.511 0.113  0.45

Calculated values
- Charge: 0
- SMILES: COCCNCCOC.CCO.CCO.CCO.CCO.CCO.CCO.CO.CO
- E_LUMO: 0.623 eV
- Electronic energy: -43657.84497 eV
- Energy above the lowest of the compared OMol25 structures with the same formula, charge and spin: 0.162 eV
- HOMO-LUMO gap: 10.3 eV
- Largest force on an atom: 2.81 eV/Å

---

No. 3
This record from the OMol25 dataset describes a structure of composition C20H60Cl3CuO20 at a distorted geometry. The level of theory is ωB97M-V/def2-TZVPD.

Each line ends with the Mulliken charge.
Geometry (Å):
Cu: -1.869 -1.816 -2.154  0.78
Cl: -1.435 -0.724 -0.189  -0.15
Cl: -0.823 -0.361 -3.557  -0.60
Cl: -2.816 -3.107 -3.740  -0.53
C: -2.376 -0.855 2.965  0.25
C: -1.493 -0.160 4.010  -1.00
O: -0.168 0.181 3.579  -0.37
O: -2.056 -2.210 2.820  -0.53
H: -2.337 -0.247 2.056  -0.41
H: -3.338 -0.783 3.443  0.44
H: -1.378 -0.625 4.969  0.48
H: -2.063 0.752 4.287  0.33
H: 0.454 -0.128 4.270  0.23
H: -1.422 -2.394 2.145  0.40
C: 4.539 -0.733 1.925  -0.53
C: 4.878 -1.186 0.504  0.08
O: 6.056 -0.481 0.037  -0.60
O: 3.216 -0.991 2.298  -0.45
H: 4.651 0.352 1.961  0.37
H: 5.175 -1.203 2.714  0.37
H: 4.033 -1.102 -0.163  -0.36
H: 5.176 -2.253 0.599  0.29
H: 5.792 0.387 -0.251  0.36
H: 2.657 -0.389 1.759  0.13
C: -3.539 -4.102 -0.738  -0.40
C: -4.435 -3.385 0.338  -0.31
O: -4.757 -2.074 -0.117  -0.56
O: -2.290 -3.478 -0.954  -0.16
H: -3.948 -4.179 -1.708  0.40
H: -3.411 -5.112 -0.315  0.26
H: -3.792 -3.346 1.273  0.13
H: -5.326 -4.007 0.619  0.35
H: -4.163 -1.477 0.368  0.29
H: -1.730 -3.360 -0.194  0.32
C: -3.002 2.963 0.991  -0.92
C: -1.536 3.014 0.615  0.11
O: -1.340 2.808 -0.747  0.12
O: -3.596 1.779 0.555  -0.46
H: -3.404 3.889 0.489  0.31
H: -3.144 3.060 2.085  0.41
H: -0.963 2.273 1.166  -0.21
H: -1.196 4.028 0.861  0.42
H: -1.322 1.849 -0.944  -0.26
H: -3.595 1.876 -0.424  0.21
C: 2.265 1.193 -0.359  -0.27
C: 2.154 2.531 0.400  -0.56
O: 2.923 2.459 1.630  -0.63
O: 1.665 0.138 0.340  1.34
H: 3.342 0.875 -0.466  0.00
H: 1.814 1.296 -1.286  0.62
H: 1.199 2.901 0.628  -0.01
H: 2.560 3.303 -0.269  0.36
H: 2.310 2.522 2.399  0.34
H: 0.707 -0.024 0.132  -0.92
C: -4.210 1.624 -3.525  -0.01
C: -4.220 2.228 -4.937  -0.79
O: -2.938 2.543 -5.367  -0.47
O: -3.811 2.577 -2.579  -0.42
H: -3.480 0.802 -3.581  -0.06
H: -5.244 1.384 -3.303  0.39
H: -4.870 3.118 -4.947  0.32
H: -4.750 1.520 -5.621  0.35
H: -2.460 1.722 -5.437  0.27
H: -3.074 3.087 -3.016  0.30
C: 2.903 0.806 5.011  -0.11
C: 1.976 1.995 5.071  -0.77
O: 1.280 2.383 3.949  -0.58
O: 2.158 -0.394 4.882  -0.69
H: 3.316 0.815 5.998  0.38
H: 3.627 0.895 4.146  0.02
H: 2.611 2.859 5.355  0.43
H: 1.329 1.807 5.944  0.35
H: 0.689 1.610 3.724  0.60
H: 2.411 -0.788 4.070  0.53
C: 0.051 5.103 -4.762  -0.66
C: 0.156 4.639 -3.329  -0.03
O: -1.069 4.421 -2.794  -0.42
O: -0.343 4.121 -5.757  -0.52
H: 1.013 5.401 -5.142  0.35
H: -0.714 5.903 -4.842  0.27
H: 0.615 5.430 -2.737  0.34
H: 0.894 3.837 -3.349  0.15
H: -1.124 3.797 -2.073  0.46
H: -1.210 3.829 -5.511  0.36
C: 1.957 -4.788 1.893  -0.77
C: 1.139 -3.529 2.061  0.33
O: 0.001 -3.379 1.134  -0.45
O: 1.181 -6.015 2.066  -0.62
H: 2.671 -4.756 2.640  0.43
H: 2.451 -4.946 0.919  0.25
H: 1.792 -2.653 2.112  -0.13
H: 0.702 -3.543 3.055  0.32
H: -0.026 -2.516 0.715  -0.10
H: 0.472 -6.029 1.415  0.33
C: 2.418 -3.215 -1.798  -0.01
C: 2.204 -1.992 -2.621  -0.13
O: 1.360 -2.452 -3.653  -0.58
O: 3.296 -4.080 -2.500  -0.63
H: 1.426 -3.627 -1.731  0.28
H: 2.885 -2.917 -0.912  -0.13
H: 3.131 -1.636 -3.098  0.38
H: 1.674 -1.208 -2.115  -0.03
H: 1.369 -1.826 -4.396  0.29
H: 2.880 -4.107 -3.383  0.39

Calculated values
- Expectation value of S²: 0.75
- Charge: -1
- E_LUMO (spin up / spin down): 2.335 / 1.183 eV
- Electronic energy: -144871.40336 eV
- HOMO-LUMO gap (spin up / spin down): 9.0 / 8.0 eV
- Multiplicity: 2
- Largest force on an atom: 3.50 eV/Å

---

No. 4
This record from the OMol25 dataset describes a structure of composition C20H60CrF3O18S at a distorted geometry. The level of theory is ωB97M-V/def2-TZVPD.

Each line ends with the Mulliken charge.
Geometry (Å):
Cr: 20.526 -1.822 19.178  0.41
C: 24.425 -2.416 21.073  -0.26
F: 24.894 -1.515 20.217  -0.05
F: 24.235 -3.589 20.464  0.07
F: 25.292 -2.578 22.063  0.07
S: 22.853 -1.857 21.794  0.39
O: 23.121 -0.510 22.201  -0.47
O: 21.938 -1.855 20.647  -0.11
O: 22.507 -2.769 22.852  -0.08
C: 25.612 0.647 17.791  -0.45
O: 24.201 0.693 17.441  -0.41
H: 25.893 -0.385 17.994  0.15
H: 26.230 0.989 16.963  0.39
H: 25.796 1.251 18.677  0.15
H: 24.099 1.316 16.716  0.23
C: 24.617 -4.763 24.654  0.02
O: 25.895 -4.844 25.262  -0.62
H: 24.382 -3.771 24.262  -0.07
H: 24.640 -5.428 23.785  -0.10
H: 23.834 -5.116 25.326  0.39
H: 25.897 -4.382 26.104  0.33
C: 27.924 -2.024 24.360  -0.07
O: 29.132 -2.528 24.945  -0.56
H: 27.971 -0.932 24.300  0.29
H: 27.705 -2.407 23.355  -0.01
H: 27.096 -2.333 24.997  0.02
H: 29.842 -1.912 24.751  0.31
C: 26.340 1.116 22.055  0.13
C: 25.184 1.957 21.594  0.16
O: 24.183 1.988 22.589  -0.61
O: 27.009 1.735 23.149  -0.58
H: 27.123 0.964 21.304  0.34
H: 25.981 0.101 22.294  -0.26
H: 24.762 1.537 20.663  -0.32
H: 25.554 2.963 21.399  0.37
H: 23.823 1.089 22.606  0.59
H: 26.552 1.540 23.971  0.34
C: 22.846 -4.331 16.514  -0.67
C: 22.893 -2.989 17.175  0.28
O: 21.622 -2.310 17.231  -0.27
O: 22.086 -5.246 17.301  -0.46
H: 23.879 -4.675 16.393  0.38
H: 22.429 -4.239 15.502  0.40
H: 23.557 -2.392 16.546  0.53
H: 23.306 -3.079 18.178  -0.42
H: 21.418 -1.973 16.353  0.24
H: 21.995 -6.100 16.865  0.28
C: 19.181 -4.439 19.475  -0.27
C: 18.685 -3.850 20.737  -0.38
O: 18.971 -2.422 20.711  -0.39
O: 20.503 -3.903 19.209  -0.07
H: 18.511 -4.242 18.636  0.33
H: 19.303 -5.511 19.635  0.37
H: 19.101 -4.296 21.639  0.19
H: 17.596 -3.986 20.769  0.43
H: 18.564 -2.017 21.483  0.28
H: 20.899 -4.441 18.475  0.10
C: 21.551 1.218 19.344  0.06
C: 20.096 1.368 19.070  -0.82
O: 19.493 0.165 19.666  -0.32
O: 21.944 0.009 18.687  -0.32
H: 21.752 1.149 20.417  -0.06
H: 22.131 2.073 18.981  0.43
H: 19.879 1.311 18.005  0.24
H: 19.707 2.287 19.504  0.47
H: 18.787 0.416 20.267  0.24
H: 22.799 0.193 18.230  0.11
C: 22.676 -0.163 25.973  -0.93
C: 22.984 -1.621 26.252  0.19
O: 22.029 -2.507 25.696  -0.50
H: 22.571 0.062 24.911  0.06
H: 23.401 0.505 26.444  0.38
H: 21.700 0.076 26.415  0.29
H: 23.028 -1.790 27.328  0.43
H: 23.995 -1.866 25.878  -0.15
H: 22.137 -2.469 24.737  0.26
C: 19.925 -6.875 23.688  -1.26
C: 20.833 -5.797 24.236  0.41
O: 20.435 -4.496 23.768  -0.51
H: 18.895 -6.760 24.038  0.32
H: 20.294 -7.857 23.988  0.41
H: 19.874 -6.839 22.598  0.16
H: 21.857 -5.994 23.893  -0.19
H: 20.864 -5.789 25.326  0.36
H: 21.216 -4.046 23.418  0.33
C: 22.718 -6.312 20.421  0.13
C: 23.685 -7.233 19.728  -0.29
O: 23.652 -8.479 20.413  -0.55
H: 22.805 -5.310 19.996  -0.41
H: 23.025 -6.251 21.463  0.06
H: 21.681 -6.630 20.334  0.36
H: 24.692 -6.796 19.849  0.02
H: 23.535 -7.345 18.648  0.33
H: 24.299 -9.086 20.041  0.32
C: 27.231 -4.966 21.214  -0.25
C: 26.767 -6.309 21.752  -0.08
O: 27.277 -6.534 23.068  -0.57
H: 26.706 -4.749 20.270  0.23
H: 28.307 -4.902 21.081  0.34
H: 26.924 -4.159 21.876  -0.34
H: 27.101 -7.127 21.119  0.33
H: 25.668 -6.305 21.803  -0.02
H: 26.833 -5.880 23.629  0.30

Calculated values
- Expectation value of S²: 6.00
- Charge: +1
- E_LUMO (spin up / spin down): -3.260 / -3.292 eV
- Electronic energy: -105969.29804 eV
- HOMO-LUMO gap (spin up / spin down): 8.1 / 8.0 eV
- Multiplicity: 5
- Largest force on an atom: 1.52 eV/Å